Entry from the Open Molecules 2025 dataset: a molecular structure, C4H9NO2 (ωB97M-V/def2-TZVPD).

The value obtained for the LUMO energy is 0.88 eV. The highest occupied orbital energy comes out at -8.611 eV. The electronic energy comes out at -362.883821 hartree. As for the multiplicity: 1.

XYZ file:
```
16
Properties=species:S:1:pos:R:3:mulliken_charge:R:1
C -1.24 -0.10 -1.62 -0.771
N -1.79 0.09 -0.27 -0.224
C -1.36 -0.26 0.93 -0.292
O -0.17 -0.78 1.28 -0.284
C 0.99 -0.81 0.43 -0.288
C 1.72 0.52 0.51 -0.455
O 0.99 1.59 -0.06 -0.521
H -1.99 0.25 -2.33 0.278
H -0.34 0.50 -1.73 0.308
H -1.02 -1.15 -1.84 0.317
H -2.57 -0.41 0.58 0.452
H 1.62 -1.60 0.84 0.346
H 0.74 -1.06 -0.60 0.182
H 1.97 0.73 1.56 0.298
H 2.66 0.45 -0.06 0.331
H 0.21 1.74 0.49 0.325
```